(1)
This record from the Open Molecules 2025 dataset describes C35H28BrCl2IrN5 as an isolated structure. The level of theory is wB97M-V/def2-TZVPD.

Computed properties:
DFT total energy   -5222.891356 a.u.
Largest force on an atom   0.4 eV Å⁻¹
⟨S²⟩   8.82

```
! wB97M-V def2-TZVPD RIJCOSX def2/J DEFGRID3
* xyz 0 6
Ir 0.22 -0.43 0.19
Br 3.23 -0.80 -0.51
C 3.11 -2.60 0.08
C 4.27 -3.32 -0.03
C 4.28 -4.68 0.35
C 3.14 -5.25 0.81
C 1.93 -4.51 0.91
C 0.77 -5.16 1.40
C -0.39 -4.47 1.53
C -0.44 -3.11 1.18
C 0.64 -2.40 0.69
C 1.88 -3.13 0.55
H 5.16 -2.85 -0.40
H 5.20 -5.25 0.27
H 3.12 -6.29 1.10
H 0.84 -6.21 1.67
H -1.28 -4.96 1.90
H -1.39 -2.61 1.30
Cl -5.02 0.98 -0.29
C -3.58 1.87 -0.61
C -3.73 2.98 -1.41
C -2.68 3.88 -1.58
C -1.51 3.71 -0.84
C -1.32 2.60 -0.06
Cl 0.24 0.48 -2.05
C -2.29 1.54 -0.05
N -1.90 0.35 0.41
H -4.69 3.16 -1.88
H -2.80 4.74 -2.23
H -0.74 4.47 -0.88
N 7.41 7.50 0.89
C 6.48 6.82 0.89
C 5.32 5.96 0.90
C 4.08 6.48 1.26
C 2.97 5.65 1.29
C 3.09 4.31 0.95
C 4.33 3.79 0.58
C 5.44 4.62 0.56
N 1.95 3.48 0.98
C 0.63 3.88 1.02
C -0.21 2.64 1.01
N 0.80 1.57 0.95
C 1.96 2.10 0.92
H 3.99 7.52 1.53
H 2.02 6.06 1.58
H 4.44 2.76 0.28
H 6.40 4.22 0.27
H 0.33 4.89 1.24
H -0.74 2.53 1.96
H 2.88 1.54 0.91
C -3.48 -3.09 -3.42
N -2.47 -2.24 -2.83
C -1.28 -2.95 -2.44
C -2.90 -1.18 -1.94
C -3.22 -1.54 -0.49
C -4.01 -2.64 -0.19
C -4.36 -2.97 1.12
C -3.92 -2.17 2.17
C -3.13 -1.06 1.89
C -2.80 -0.75 0.58
H -3.11 -3.49 -4.37
H -4.38 -2.52 -3.63
H -3.76 -3.96 -2.80
H -0.86 -3.46 -3.30
H -1.45 -3.70 -1.65
H -0.53 -2.24 -2.08
H -3.79 -0.72 -2.38
H -2.12 -0.41 -1.95
H -4.37 -3.26 -0.99
H -4.97 -3.84 1.31
H -4.18 -2.40 3.19
H -2.75 -0.44 2.69
*
```

---

(2)
This record from the Open Molecules 2025 dataset describes C4H10KN2O8 as an isolated structure in a non-equilibrium geometry. The level of theory is wB97M-V/def2-TZVPD.

Computed properties:
DFT total energy   -1469.486963 a.u.
Largest force on an atom   9.2 eV Å⁻¹

```
! wB97M-V def2-TZVPD RIJCOSX def2/J DEFGRID3
* xyz -1 1
K -18.43 -1.51 -15.03
O -18.30 -6.27 -16.56
C -17.77 -7.17 -15.76
O -17.31 -6.83 -14.63
O -17.75 -8.33 -16.19
H -18.47 -7.11 -16.99
C -16.96 -0.07 -9.90
O -16.75 -1.29 -10.52
H -17.08 0.78 -10.58
H -17.78 -0.14 -9.19
H -16.08 0.17 -9.30
C -21.85 3.85 -10.74
N -21.76 2.73 -11.73
O -22.40 1.69 -11.51
O -20.97 2.86 -12.65
H -21.98 4.73 -11.36
H -20.83 3.94 -10.36
H -22.60 3.73 -9.96
C -12.61 -2.42 -19.37
N -12.72 -2.18 -17.87
O -13.72 -2.58 -17.41
O -11.71 -1.75 -17.34
H -11.70 -2.99 -19.51
H -12.53 -1.40 -19.74
H -13.39 -2.94 -19.92
*
```

---

(3)
This record from the Open Molecules 2025 dataset describes C28H29BHfN6OSi as an isolated structure in a non-equilibrium geometry. The level of theory is wB97M-V/def2-TZVPD.

Computed properties:
DFT total energy   -1850.166682 a.u.
Largest force on an atom   3.8 eV Å⁻¹

```
! wB97M-V def2-TZVPD RIJCOSX def2/J DEFGRID3
* xyz 2 1
H 3.34 -0.72 0.08
N 2.36 -1.69 -1.51
B 1.60 -2.83 -3.59
N 2.73 -2.56 -2.53
C 4.05 -2.77 -2.43
Hf 0.47 -1.10 -1.16
H 4.57 -3.41 -3.14
C 4.53 -2.09 -1.30
H 5.53 -2.09 -0.89
C 3.46 -1.40 -0.75
H 1.95 -3.59 -4.44
C -2.35 1.31 -2.19
H -2.94 1.70 -1.33
H -1.93 0.26 -1.91
H -2.97 1.20 -3.13
N 1.11 -1.49 -4.19
N 0.32 -3.60 -2.88
N 0.61 -0.42 -3.46
N -0.36 -2.95 -1.83
C 1.21 -1.19 -5.50
C -0.38 -4.70 -3.21
H 1.60 -1.93 -6.18
H -0.08 -5.39 -3.99
C 0.73 0.10 -5.69
C -1.50 -4.79 -2.38
C 0.31 0.53 -4.41
C -1.51 -3.67 -1.55
H 0.68 0.63 -6.63
H -2.21 -5.58 -2.37
H -0.21 1.46 -4.23
H -2.30 -3.35 -0.85
H -1.65 2.12 -2.49
O 0.04 0.14 0.31
Si -0.35 0.90 1.73
C -0.17 2.74 1.46
C -0.15 3.22 0.15
C -0.13 4.60 -0.08
C 0.02 5.49 0.99
C 0.06 4.99 2.30
C -0.02 3.61 2.53
C -2.15 0.61 2.26
C -3.04 1.70 2.26
C -4.39 1.50 2.60
C -4.83 0.22 2.97
C -3.94 -0.86 2.97
C -2.60 -0.67 2.60
C 0.81 0.47 3.15
C 1.96 1.27 3.33
C 2.89 0.95 4.34
C 2.68 -0.16 5.16
C 1.54 -0.97 4.98
C 0.59 -0.64 3.99
H -0.20 2.52 -0.68
H -0.21 4.99 -1.09
H 0.07 6.56 0.82
H 0.19 5.66 3.15
H -0.01 3.22 3.55
H -2.70 2.70 2.01
H -5.08 2.34 2.60
H -5.87 0.06 3.25
H -4.26 -1.86 3.28
H -1.90 -1.51 2.58
H 2.15 2.14 2.69
H 3.76 1.60 4.49
H 3.41 -0.44 5.93
H 1.36 -1.84 5.61
H -0.31 -1.25 3.85
*
```

---

(4)
This record from the Open Molecules 2025 dataset describes a single C5H12NO5P molecule in a non-equilibrium geometry. The level of theory is wB97M-V/def2-TZVPD.

Computed properties:
SMILES   CC[C@H]([N+](=O)[O-])P(=O)(OC)OC
DFT total energy   -969.945465 a.u.
Largest force on an atom   4.6 eV Å⁻¹

```
! wB97M-V def2-TZVPD RIJCOSX def2/J DEFGRID3
* xyz 0 1
C -2.23 -2.03 -0.01
C 2.39 -1.21 0.77
C 1.41 2.37 -1.60
C -0.93 -1.24 -0.33
C -0.87 -0.11 0.64
N -1.89 0.99 0.40
O -2.71 1.31 1.27
O -1.73 1.59 -0.62
O 0.61 2.30 1.38
O 1.82 0.08 1.25
O 1.27 1.16 -0.91
P 0.76 1.06 0.60
H -2.28 -2.46 1.01
H -2.97 -1.28 -0.23
H -2.36 -3.00 -0.57
H 1.85 -2.03 1.18
H 3.36 -1.15 1.20
H 2.45 -1.25 -0.41
H 0.45 2.52 -2.10
H 2.22 2.44 -2.30
H 1.41 3.15 -0.72
H -1.06 -1.06 -1.34
H 0.02 -1.66 -0.18
H -0.98 -0.50 1.61
*
```

---

(5)
This record from the Open Molecules 2025 dataset describes C26H23BCl5N2O5V as an isolated structure in a non-equilibrium geometry. The level of theory is wB97M-V/def2-TZVPD.

Computed properties:
DFT total energy   -4760.056350 a.u.
Largest force on an atom   3.7 eV Å⁻¹
⟨S²⟩   1.16

```
! wB97M-V def2-TZVPD RIJCOSX def2/J DEFGRID3
* xyz -1 2
V 10.54 13.01 11.27
Cl 17.31 11.07 10.46
C 15.55 11.25 10.30
C 14.87 12.05 11.22
Cl 15.60 12.96 12.44
C 13.47 12.14 11.15
Cl 12.53 12.61 12.60
C 12.78 11.69 10.01
O 11.49 11.79 9.91
C 13.47 10.98 8.93
Cl 12.57 10.46 7.59
C 14.84 10.78 9.10
Cl 15.71 9.89 7.89
C 8.09 12.63 14.68
C 8.67 12.74 13.35
N 9.73 13.47 13.15
O 10.29 13.95 14.37
C 8.41 11.76 12.25
C 7.46 10.56 12.42
N 9.13 11.90 11.19
O 9.83 8.88 10.18
H 8.97 12.34 15.26
H 7.25 11.95 14.67
H 7.67 13.55 15.08
H 10.89 14.65 14.17
H 6.61 10.82 11.74
H 7.08 10.41 13.45
H 7.87 9.65 12.07
C 11.02 14.83 7.88
C 9.75 14.39 8.65
C 9.27 13.03 8.14
C 10.05 14.41 10.18
C 8.65 15.39 8.41
C 8.88 16.78 8.07
C 7.85 17.66 7.71
C 6.53 17.19 7.89
C 6.31 15.92 8.40
C 7.33 15.05 8.70
H 11.75 13.99 7.78
H 11.47 15.69 8.39
H 10.70 15.13 6.92
H 10.12 12.35 8.02
H 8.75 13.13 7.14
H 8.52 12.50 8.77
H 9.99 15.46 10.55
H 9.95 17.15 8.12
H 8.05 18.67 7.36
H 5.67 17.80 7.66
H 5.26 15.68 8.66
H 7.15 14.09 9.23
O 9.69 6.90 8.68
B 9.55 8.32 9.08
O 8.95 9.03 7.82
C 8.39 8.03 7.18
C 7.34 8.09 6.24
C 6.69 6.89 5.92
C 7.28 5.64 6.23
C 8.28 5.58 7.21
C 8.77 6.76 7.69
H 7.04 9.07 5.97
H 5.75 6.93 5.30
H 6.88 4.71 5.73
H 8.68 4.63 7.58
*
```

---

(6)
This record from the Open Molecules 2025 dataset describes a 2-piece molecular cluster, C4H8BCl3NO2 overall in a non-equilibrium geometry. The level of theory is wB97M-V/def2-TZVPD.

Computed properties:
DFT total energy   -1767.878979 a.u.
Largest force on an atom   5.9 eV Å⁻¹

```
! wB97M-V def2-TZVPD RIJCOSX def2/J DEFGRID3
* xyz -1 1
C 1.62 -2.73 0.11
O 2.22 -1.42 0.25
C 1.42 -0.40 -0.42
B -0.08 -0.16 0.25
N -1.17 -0.48 -0.85
C -1.69 -1.61 -0.60
O -1.93 -2.76 -0.20
H 0.99 -2.78 -0.85
H 2.41 -3.55 0.09
H 0.98 -2.89 1.03
H 1.38 -0.64 -1.54
H 2.01 0.59 -0.33
H -0.21 0.93 0.71
H -0.31 -0.94 1.14
C -1.55 3.86 0.30
Cl -1.64 4.22 -1.43
Cl -2.73 2.62 0.74
Cl 0.08 3.36 0.75
H -1.80 4.77 0.85
*
```

---

(7)
This record from the Open Molecules 2025 dataset describes C10H15F5N3OSSnTe as an isolated structure. The level of theory is wB97M-V/def2-TZVPD.

Computed properties:
DFT total energy   -2009.288076 a.u.
Largest force on an atom   0.4 eV Å⁻¹

```
! wB97M-V def2-TZVPD RIJCOSX def2/J DEFGRID3
* xyz 1 1
Sn 0.95 1.44 2.04
F 1.31 0.20 -0.70
Te 3.03 -0.37 -0.13
F 3.68 1.24 -0.81
F 4.73 -0.95 0.23
F 2.34 -2.03 0.33
F 3.18 -1.04 -1.84
O 2.68 0.35 1.51
S -1.17 0.03 1.45
C -0.86 -1.61 0.92
N -1.01 -2.59 1.80
C -0.94 -4.01 1.45
C 0.01 -4.18 0.28
C -0.38 -3.24 -0.85
N -0.58 -1.89 -0.33
H -1.27 -2.31 2.74
H -1.95 -4.37 1.20
H -0.59 -4.55 2.32
H -0.03 -5.21 -0.08
H 1.03 -3.97 0.60
H -1.30 -3.57 -1.33
H 0.40 -3.20 -1.61
H -0.47 -1.10 -0.95
N 1.26 2.94 0.19
C -0.08 3.20 -0.30
C -0.95 3.92 0.51
C -2.27 4.10 0.10
C -2.70 3.57 -1.10
C -1.82 2.85 -1.90
C -0.51 2.66 -1.50
H 1.67 3.78 0.59
H 1.87 2.61 -0.56
H -0.61 4.36 1.44
H -2.95 4.67 0.72
H -3.73 3.71 -1.42
H -2.15 2.45 -2.85
H 0.19 2.11 -2.12
*
```

---

(8)
This record from the Open Molecules 2025 dataset describes an isolated ion of composition C5H11N2O and charge +1 in a non-equilibrium geometry. The level of theory is wB97M-V/def2-TZVPD.

Computed properties:
SMILES   N[C@@H](C=O)C/C=C/[NH3+]
DFT total energy   -381.538863 a.u.
Largest force on an atom   6.4 eV Å⁻¹

```
! wB97M-V def2-TZVPD RIJCOSX def2/J DEFGRID3
* xyz 1 1
O -0.38 1.60 0.28
C 0.01 1.29 1.39
C 0.45 -0.18 1.58
C 0.74 -0.93 0.28
C -0.30 -0.58 -0.72
C -0.23 -0.04 -1.91
N -1.53 0.29 -2.60
N 1.48 -0.11 2.64
H 0.10 1.96 2.11
H -0.45 -0.74 2.14
H 1.64 -0.46 -0.09
H 0.86 -2.02 0.48
H -1.26 -0.78 -0.30
H 0.61 0.17 -2.59
H -2.04 0.73 -1.84
H -1.59 1.03 -3.31
H -2.09 -0.56 -2.89
H 1.69 -0.93 3.13
H 2.30 0.25 2.20
*
```

---

(9)
This record from the Open Molecules 2025 dataset describes an isolated ion of composition CH3N2 and charge +1 in a non-equilibrium geometry. The level of theory is wB97M-V/def2-TZVPD.

Computed properties:
SMILES   C[N+]#N
DFT total energy   -149.064748 a.u.
Largest force on an atom   6.2 eV Å⁻¹

```
! wB97M-V def2-TZVPD RIJCOSX def2/J DEFGRID3
* xyz 1 1
C 0.35 -0.02 -0.20
N -1.64 -0.13 1.21
N -0.77 0.00 0.56
H 0.86 -1.02 -0.32
H 0.00 0.36 -1.22
H 1.21 0.81 -0.03
*
```

---

(10)
This record from the Open Molecules 2025 dataset describes a single C19H21N5O3S molecule in a non-equilibrium geometry. The level of theory is wB97M-V/def2-TZVPD.

Computed properties:
SMILES   CCOC(=O)c1c(C)[nH]c(C(=O)CSc2nnnn2-c2ccc(C)cc2)c1C
DFT total energy   -1634.318137 a.u.
Largest force on an atom   1.9 eV Å⁻¹

```
! wB97M-V def2-TZVPD RIJCOSX def2/J DEFGRID3
* xyz 0 1
C 2.34 6.23 -3.77
C 1.64 6.09 -2.43
H 0.57 6.33 -2.52
H 2.08 6.76 -1.68
O 1.78 4.74 -1.99
C 1.23 4.45 -0.80
O 0.64 5.28 -0.13
C 1.40 3.06 -0.42
C 0.89 2.51 0.76
N 1.23 1.22 0.81
C 1.94 0.87 -0.33
C 2.06 2.02 -1.11
C 2.76 2.12 -2.42
H 3.23 1.18 -2.67
H 3.52 2.91 -2.37
H 2.06 2.40 -3.20
C 2.46 -0.44 -0.57
O 3.04 -0.77 -1.60
C 2.31 -1.49 0.54
H 2.29 -1.07 1.54
H 3.12 -2.21 0.43
S 0.78 -2.48 0.30
C -0.22 -1.86 1.56
N 0.04 -0.80 2.31
N -0.96 -0.69 3.17
N -1.81 -1.61 3.01
N -1.40 -2.39 2.00
C -2.13 -3.51 1.60
C -1.99 -4.07 0.33
C -2.74 -5.18 -0.01
C -3.64 -5.75 0.89
C -3.78 -5.16 2.15
C -3.04 -4.06 2.50
H -3.14 -3.60 3.48
H -4.48 -5.59 2.85
C -4.46 -6.94 0.51
H -5.46 -6.62 0.22
H -4.02 -7.46 -0.33
H -4.55 -7.62 1.35
H -2.62 -5.61 -0.99
H -1.31 -3.64 -0.38
H 0.90 0.57 1.53
C 0.11 3.15 1.85
H -0.39 2.40 2.46
H 0.78 3.73 2.49
H -0.61 3.84 1.43
H 2.25 7.25 -4.13
H 1.90 5.55 -4.50
H 3.40 5.98 -3.67
*
```

---

(11)
This record from the Open Molecules 2025 dataset describes a single C3H4BrFN2O5S molecule in a non-equilibrium geometry. The level of theory is wB97M-V/def2-TZVPD.

Computed properties:
SMILES   O=NOCN(CC(=O)Br)S(=O)(=O)F
DFT total energy   -3674.215845 a.u.
Largest force on an atom   9.3 eV Å⁻¹

```
! wB97M-V def2-TZVPD RIJCOSX def2/J DEFGRID3
* xyz 0 1
O 2.98 2.98 -0.60
N 1.75 2.92 -0.37
O 1.36 1.64 -0.58
C 0.00 1.42 -0.06
N -0.56 0.02 -0.38
C 0.60 -0.94 -0.51
C 0.13 -2.55 -0.56
O 0.66 -3.37 0.35
Br -1.23 -3.10 -1.96
S -1.59 -0.35 0.98
O -2.62 -1.48 0.73
O -0.78 -0.53 2.32
F -2.55 1.09 1.25
H -0.72 2.20 -0.54
H 0.02 1.64 1.10
H 1.39 -0.82 0.38
H 1.18 -0.77 -1.54
*
```

---

(12)
This record from the Open Molecules 2025 dataset describes C2HFO2Pb as an isolated structure in a non-equilibrium geometry. The level of theory is wB97M-V/def2-TZVPD.

Computed properties:
DFT total energy   -519.888270 a.u.
Largest force on an atom   2.5 eV Å⁻¹
⟨S²⟩   0.75

```
! wB97M-V def2-TZVPD RIJCOSX def2/J DEFGRID3
* xyz -1 2
C 0.15 -0.42 -1.18
C -0.43 0.63 -0.98
O 0.82 -1.51 -0.83
H 0.92 -1.58 0.22
Pb -1.43 2.64 1.41
O -0.93 1.58 -0.26
F 0.90 -1.34 1.62
*
```

---

(13)
This record from the Open Molecules 2025 dataset describes C41H46P2Pd as an isolated structure in a non-equilibrium geometry. The level of theory is wB97M-V/def2-TZVPD.

Computed properties:
DFT total energy   -2400.213566 a.u.
Largest force on an atom   2.6 eV Å⁻¹
⟨S²⟩   2.02

```
! wB97M-V def2-TZVPD RIJCOSX def2/J DEFGRID3
* xyz 0 3
Pd 0.52 0.16 1.16
C -2.93 -1.24 -2.38
C -1.81 -1.12 -3.10
C -1.75 -0.35 -4.39
C -2.56 0.97 -4.47
C -2.73 1.77 -3.21
C -3.71 1.59 -2.31
C -4.76 0.54 -2.38
C -4.27 -0.83 -2.89
C 1.26 1.55 2.61
H -2.95 -1.74 -1.41
H -0.94 -1.76 -2.90
H -2.13 -1.00 -5.21
H -0.71 -0.13 -4.64
H -2.03 1.63 -5.18
H -3.54 0.77 -4.92
H -2.11 2.67 -3.17
H -3.98 2.40 -1.62
H -5.57 0.89 -3.05
H -5.22 0.41 -1.39
H -5.01 -1.59 -2.57
H -4.28 -0.82 -3.98
H 0.94 1.06 3.55
H 0.93 2.60 2.54
H 2.34 1.44 2.46
P 0.58 -1.06 -0.72
P -0.31 2.13 0.34
C 0.14 0.33 -1.79
C -0.39 1.52 -1.33
C 2.05 -1.79 -1.46
C 2.10 -1.96 -2.85
C 3.24 -2.52 -3.43
C 4.31 -2.93 -2.64
C 4.25 -2.79 -1.25
C 3.13 -2.21 -0.65
C -0.61 -2.39 -0.32
C -1.69 -2.13 0.55
C -2.50 -3.17 0.99
C -2.24 -4.49 0.59
C -1.16 -4.75 -0.25
C -0.34 -3.72 -0.70
C 0.65 3.66 0.24
C 1.98 3.59 -0.19
C 2.74 4.76 -0.30
C 2.15 6.00 0.00
C 0.82 6.06 0.41
C 0.05 4.90 0.53
C -1.85 2.42 1.25
C -1.92 2.18 2.64
C -3.13 2.36 3.31
C -4.27 2.75 2.60
C -4.19 3.00 1.23
C -2.97 2.89 0.57
H 0.44 0.25 -2.84
H -0.76 2.27 -2.02
H 1.27 -1.64 -3.48
H 3.28 -2.63 -4.52
H 5.20 -3.36 -3.11
H 5.08 -3.13 -0.64
H 3.06 -2.05 0.42
H -1.90 -1.11 0.89
H -3.34 -2.96 1.66
H -2.87 -5.30 0.95
H -0.94 -5.77 -0.55
H 0.53 -3.94 -1.31
H 2.43 2.62 -0.42
H 3.78 4.71 -0.61
H 2.74 6.92 -0.09
H 0.37 7.03 0.64
H -0.99 4.95 0.84
H -1.04 1.82 3.17
H -3.18 2.17 4.38
H -5.22 2.86 3.13
H -5.08 3.29 0.67
H -2.86 3.13 -0.48
C 3.34 -3.58 4.06
C 3.61 -2.11 3.75
C 3.49 -1.30 5.06
C 5.04 -1.97 3.23
C 2.64 -1.61 2.77
C 1.80 -1.09 2.03
H 4.06 -3.93 4.81
H 3.45 -4.19 3.16
H 2.33 -3.72 4.45
H 4.21 -1.68 5.80
H 3.71 -0.25 4.88
H 2.48 -1.39 5.47
H 5.18 -2.53 2.31
H 5.29 -0.92 3.04
H 5.74 -2.36 3.99
*
```